13
Properties=species:S:1:pos:R:3:lowdin_charge:R:1 method="wB97M-V/def2-TZVPD" e_tot_ha=-265.706568 e_homo_ev=-8.3 e_above_lowest_kcal_mol=48.1 largest_force_ev_per_a=1.96
N -1.90936 -0.80171 0.01371 -0.04
C -1.10661 0.13063 -0.81180 -0.21
C -0.12188 0.83820 -0.22818 -0.27
N 0.73232 1.72061 -0.85010 0.00
H -1.99112 -1.77262 -0.34203 0.06
H -2.87514 -0.42482 0.07458 0.07
H -1.33510 0.04199 -1.85152 0.08
H 0.04979 0.59329 0.83825 0.11
H 1.17770 1.39526 -1.73733 0.11
H 1.28638 2.32907 -0.20400 0.10
O 1.94872 -1.49450 1.61737 -0.06
H 2.51482 -0.77525 1.32462 0.03
H 1.19308 -1.67623 1.05311 0.02